Molecular formula: C4H16AgO8P
Method: DFT, wB97M-V/def2-TZVPD

```
! RIJCOSX wB97M-V def2-TZVPD def2/J DEFGRID3
* xyz -1 2
Ag 15.9581 21.5809 22.8650
P 17.2508 20.4926 25.1263
O 16.2983 19.8186 24.1112
O 16.9914 21.9412 24.7629
O 18.6926 19.8955 24.9630
O 16.4623 20.1612 26.4406
C 16.0962 25.0017 23.1926
O 15.5390 23.9614 22.4807
H 17.1715 24.9798 23.0150
H 15.7101 25.9838 22.9198
H 15.9261 24.8864 24.2630
H 14.9912 24.3554 21.7979
C 18.1590 23.0370 20.6744
O 17.8757 22.1728 21.7383
H 18.9952 22.6176 20.1150
H 17.2908 23.0699 20.0162
H 18.3376 24.0608 21.0033
H 18.7234 22.0186 22.1617
C 14.6000 21.5671 19.6306
O 14.4308 21.2965 21.0280
H 13.6450 21.8687 19.2003
H 15.4321 22.2498 19.4590
H 14.8786 20.6116 19.1862
H 13.8056 20.5751 21.1297
C 12.7712 22.2180 23.7948
O 14.0691 21.7934 24.1467
H 12.8726 23.1291 23.2051
H 12.1634 21.5463 23.1886
H 12.2378 22.6669 24.6328
H 13.9587 21.5457 25.0676
*
```

The lowest unoccupied orbital energy (spin up / spin down) comes out at 0.0850 / 0.0850 Eh. As for the energy relative to the best compared isomer or geometry (same formula, charge and spin): 1.178 eV. The HOMO energy (spin up / spin down) comes out at -3.227 / -2.763 eV. The orbital gap (spin up / spin down) is 0.2036 / 0.1865 hartree.

Molecular formula: C3H31N2O12S2
Method: DFT, wB97M-V/def2-TZVPD

```
! RIJCOSX wB97M-V def2-TZVPD def2/J DEFGRID3
* xyz 1 1
S -0.6141 2.4081 2.6382
S 0.1077 1.0042 3.8198
C 1.7079 0.3849 3.2397
C 1.7350 -0.9080 2.4076
C 3.2337 -1.1174 2.0611
N 3.5425 -0.9464 0.7548
O 3.9428 -1.4718 2.9993
N 0.7079 -0.7782 1.3175
H 0.2189 3.4560 2.7321
H 2.2208 1.1557 2.6074
H 2.3415 0.2188 4.0930
H 1.4423 -1.7091 3.0487
H 2.9085 -1.0303 -0.0753
H 4.4934 -1.0849 0.3944
H 0.6286 -1.6377 0.7940
H -0.2128 -0.6835 1.7303
H 0.8773 0.0092 0.6978
H -0.3664 -3.5380 2.5928
H 0.1333 -3.9650 1.2415
O 0.0733 -3.1971 1.8620
H 0.0825 3.1934 -2.0232
H 0.9334 4.4226 -2.2269
O 0.9935 3.5280 -1.8979
H 0.8839 -2.3803 -2.9601
H 0.3110 -0.9860 -2.5363
O 0.1412 -1.9423 -2.4167
H -1.9641 3.0963 -3.6533
H -1.5605 1.6869 -2.9636
O -1.2701 2.6143 -3.1479
H -2.2578 -0.5946 -0.7713
H -2.7693 0.6492 0.0910
O -2.1033 -0.0229 0.0138
H 2.1078 -0.0363 -3.8835
H 2.8324 -1.2706 -4.4090
O 2.2280 -0.9282 -3.7290
H -3.1597 -0.1035 1.8489
H -4.1370 0.7982 2.6650
O -3.7954 -0.1281 2.5572
H -1.2692 -2.7526 -2.5651
H -1.6144 -3.2546 -3.9562
O -1.9058 -3.3130 -3.0198
H -3.2490 -2.6280 -2.0000
H -4.2705 -1.7608 -1.1341
O -3.4617 -1.7777 -1.6368
H 1.2391 2.3791 -3.2274
H 0.2032 2.0124 -4.2217
O 1.0775 1.6904 -3.9476
H -2.9377 0.9081 -4.2902
H -2.8467 -0.1013 -3.0476
O -2.4457 0.5885 -3.5416
*
```

The lowest unoccupied orbital energy comes out at -0.0999 Eh. As for the energy relative to the best compared isomer or geometry (same formula, charge and spin): 2.301 eV. The HOMO energy comes out at -12.008 eV. The orbital gap is 0.3414 hartree.

Molecular formula: C7H23ClN7O4V
Method: DFT, wB97M-V/def2-TZVPD

```
! RIJCOSX wB97M-V def2-TZVPD def2/J DEFGRID3
* xyz 1 4
V 1.8691 0.5068 -0.3688
Cl -0.4668 -0.6082 0.0212
C 6.3028 0.5203 -0.1123
C 4.8569 -0.0431 -0.2658
C 4.3050 -0.6041 1.0778
O 2.9328 -1.0338 0.8784
C 2.4200 -1.8026 1.9794
N 3.9548 1.0010 -0.9336
H 6.4031 1.4867 0.3818
H 6.8394 0.3874 -1.0518
H 6.9215 -0.1644 0.4678
H 4.8502 -0.8230 -1.0273
H 4.4006 0.1451 1.8637
H 4.8836 -1.3069 1.6773
H 2.5033 -1.2791 2.9318
H 3.0012 -2.7191 2.0808
H 1.4029 -2.0714 1.6939
H 4.4628 1.2056 -1.7822
H 4.1832 1.8868 -0.5054
C -4.3746 -0.9961 1.2385
O -4.0202 -1.3148 2.3582
N -5.6063 -0.7701 1.0315
N -3.6889 -0.8666 0.1930
H -6.2341 -0.9324 1.8059
H -5.9909 -0.3887 0.1790
H -4.1256 -0.8736 -0.7178
H -2.6844 -0.8444 0.2955
C -3.0723 3.0312 1.1787
O -3.4303 4.0270 1.7395
N -2.0497 2.3165 1.5449
N -3.7613 2.4303 0.2843
H -2.1193 1.3108 1.4830
H -1.2857 2.7323 2.0583
H -3.2864 1.6387 -0.1256
H -4.7145 2.6311 0.0175
C -2.0981 -1.0251 -3.4036
O -2.5897 -1.2239 -4.4983
N -1.8289 -2.0301 -2.5989
N -1.9287 0.1575 -2.9321
H -1.4607 -1.8215 -1.6819
H -2.0033 -2.9702 -2.9245
H -2.2201 0.9469 -3.4907
H -1.4524 0.1511 -2.0414
*
```

The lowest unoccupied orbital energy (spin up / spin down) comes out at -0.2225 / -0.2091 Eh. As for the energy relative to the best compared isomer or geometry (same formula, charge and spin): 3.735 eV. The HOMO energy (spin up / spin down) comes out at -11.310 / -11.310 eV. The orbital gap (spin up / spin down) is 0.1932 / 0.2065 hartree.